No. 1
{"formula": "C43H27F5I2N2O4P2PtSeTe", "method": "wB97M-V/def2-TZVPD", "species": ["Pt", "Te", "C", "C", "C", "N", "C", "C", "C", "P", "C", "C", "C", "C", "C", "C", "C", "C", "C", "C", "C", "C", "P", "C", "C", "C", "C", "C", "C", "C", "C", "C", "C", "C", "C", "H", "H", "H", "H", "H", "H", "H", "H", "H", "H", "H", "H", "H", "H", "H", "H", "H", "H", "H", "H", "H", "H", "H", "H", "O", "C", "O", "C", "C", "C", "N", "C", "C", "C", "O", "O", "H", "H", "H", "I", "I", "F", "C", "C", "F", "C", "F", "C", "Se", "C", "F", "C", "F"], "xyz": [[-0.05994, 0.33934, 1.37246], [2.36929, -3.89845, -0.41102], [4.38096, -3.68824, -1.05003], [4.67670, -3.46807, -2.38874], [5.99985, -3.24597, -2.74800], [7.00711, -3.24004, -1.87777], [6.71787, -3.48948, -0.60321], [5.42882, -3.72195, -0.13944], [1.84351, -1.86431, -0.42594], [1.22057, -1.11100, -1.82457], [2.18001, 0.30479, -2.35844], [3.46840, 0.06391, -2.83740], [4.27868, 1.12139, -3.20898], [3.82014, 2.42583, -3.07167], [2.56018, 2.67088, -2.54857], [1.73602, 1.61294, -2.19729], [0.88307, -2.22510, -3.17309], [1.45420, -2.04176, -4.42762], [1.20170, -2.96166, -5.43418], [0.37170, -4.04602, -5.19097], [-0.21918, -4.21270, -3.94466], [0.03786, -3.30695, -2.93211], [1.95744, -0.79953, 0.94921], [3.38266, 0.30532, 0.74321], [4.54465, -0.34133, 0.31752], [5.71536, 0.37164, 0.14105], [5.72524, 1.74535, 0.36034], [4.57051, 2.39060, 0.77225], [3.39806, 1.67263, 0.97357], [2.40841, -1.84855, 2.36288], [1.56792, -2.89093, 2.74258], [1.85672, -3.65068, 3.86107], [3.00402, -3.38900, 4.59850], [3.86276, -2.37413, 4.20732], [3.56236, -1.59439, 3.09986], [3.89658, -3.47405, -3.14112], [6.26555, -3.06612, -3.78438], [7.55712, -3.49422, 0.08383], [5.25038, -3.91359, 0.91140], [3.84045, -0.95144, -2.90377], [5.27210, 0.92991, -3.59319], [4.45130, 3.25366, -3.36746], [2.21186, 3.68529, -2.40759], [0.75299, 1.83204, -1.80273], [2.07293, -1.17747, -4.62710], [1.64753, -2.82772, -6.41047], [0.16734, -4.75672, -5.98081], [-0.87626, -5.05211, -3.76242], [-0.43377, -3.42564, -1.96333], [4.52732, -1.40305, 0.12696], [6.61408, -0.14358, -0.17498], [6.63433, 2.31219, 0.20548], [4.57482, 3.46123, 0.93373], [2.50279, 2.18196, 1.30889], [0.67645, -3.09959, 2.17115], [1.17800, -4.43766, 4.16139], [3.22329, -3.97310, 5.48286], [4.76315, -2.17444, 4.77317], [4.22219, -0.78644, 2.81769], [-5.16243, 4.07963, -0.77630], [-5.16938, 3.00766, -1.39948], [-5.82757, 2.56576, -2.35073], [-4.11196, 2.01952, -0.87066], [-4.04324, 1.68002, 0.47528], [-3.01678, 0.86738, 0.93248], [-2.04392, 0.41598, 0.14481], [-2.15435, 0.69386, -1.16867], [-3.16227, 1.45726, -1.71988], [-1.11715, 0.13771, -2.04355], [-1.04572, 0.18097, -3.23387], [-0.18873, -0.53226, -1.27152], [-4.76182, 2.08246, 1.17638], [-2.94306, 0.60863, 1.98251], [-3.20801, 1.60224, -2.79042], [-1.71677, -1.54760, 2.14289], [0.95243, 0.85944, 3.70742], [0.88115, 6.26119, 5.49915], [0.71406, 5.48412, 4.43668], [1.67481, 5.45681, 3.44126], [2.76629, 6.21199, 3.55048], [1.48674, 4.64274, 2.33947], [2.42874, 4.66017, 1.38806], [0.36469, 3.83801, 2.20194], [0.10253, 2.74188, 0.66814], [-0.59017, 3.89874, 3.21128], [-1.68739, 3.14679, 3.14979], [-0.42494, 4.70448, 4.32083], [-1.34450, 4.73368, 5.28206]], "forces_ev_per_angstrom": [[-0.501, 0.402, -0.267], [-0.010, 0.059, -0.001], [-0.080, 0.056, 0.056], [0.035, -0.003, -0.003], [0.021, -0.004, 0.021], [-0.005, -0.005, 0.000], [0.011, -0.001, -0.036], [0.013, -0.058, -0.023], [-0.058, 0.041, -0.013], [-0.024, -0.161, -0.068], [-0.088, 0.054, 0.034], [0.001, -0.003, 0.011], [0.002, -0.021, -0.008], [-0.033, 0.010, 0.026], [0.008, 0.006, -0.009], [-0.088, -0.050, -0.161], [0.157, 0.041, 0.018], [-0.019, -0.002, -0.018], [0.005, -0.034, -0.017], [-0.002, 0.032, 0.008], [-0.027, -0.011, 0.008], [-0.127, 0.043, -0.026], [0.036, -0.579, 0.875], [-0.222, 0.368, -0.174], [-0.015, 0.052, -0.065], [0.017, 0.044, 0.036], [-0.014, -0.058, 0.004], [0.032, 0.067, 0.007], [0.030, -0.072, 0.181], [0.033, 0.085, 0.060], [-0.002, 0.036, -0.018], [0.019, 0.027, 0.016], [-0.041, -0.035, 0.012], [0.034, 0.019, -0.019], [-0.017, -0.026, -0.067], [0.006, 0.022, -0.007], [-0.020, 0.007, -0.005], [-0.010, -0.011, 0.014], [0.004, 0.048, 0.008], [0.040, -0.017, -0.005], [-0.001, -0.006, 0.010], [0.014, 0.000, 0.033], [-0.013, 0.003, -0.014], [0.051, -0.042, -0.076], [0.009, -0.018, -0.006], [-0.016, 0.024, -0.005], [0.018, -0.008, 0.000], [-0.018, 0.013, -0.001], [0.034, -0.024, -0.002], [0.034, -0.060, -0.036], [-0.012, 0.001, -0.020], [0.005, -0.004, 0.004], [-0.023, -0.048, 0.022], [0.174, -0.094, -0.100], [-0.074, 0.007, 0.025], [0.018, -0.018, -0.007], [0.017, -0.016, -0.014], [-0.008, 0.020, 0.009], [0.006, 0.017, 0.076], [-0.109, -0.057, -0.073], [0.097, -0.111, 0.070], [0.026, 0.089, -0.013], [-0.269, 0.241, 0.178], [0.190, -0.138, -0.152], [-0.599, 0.891, 0.146], [0.267, 0.959, -0.317], [0.010, 0.367, -0.105], [0.170, -0.365, 0.119], [-0.094, -0.207, -0.307], [0.090, 0.099, 0.102], [0.254, 0.137, -0.331], [0.005, 0.028, -0.028], [-0.177, 0.375, -0.266], [-0.044, 0.020, 0.001], [1.053, -1.997, 1.103], [-0.030, -0.190, -0.234], [0.005, 0.002, 0.001], [0.003, -0.008, 0.003], [-0.034, -0.020, 0.006], [0.023, 0.022, -0.017], [-0.039, -0.007, -0.070], [0.015, -0.014, 0.037], [-0.002, -0.072, 0.050], [-0.119, -0.178, -0.130], [-0.036, -0.020, -0.038], [0.049, 0.017, -0.014], [-0.045, 0.030, 0.016], [0.025, -0.008, -0.019]], "e_tot_ev": -180451.0189, "homo_ev": -7.660, "relative_energy_kcal_mol": 5.37, "gap_ev": 4.63}

---

No. 2
{"formula": "C43H28Cl5F5O4PbS", "method": "wB97M-V/def2-TZVPD", "species": ["Pb", "Cl", "C", "C", "C", "Cl", "C", "Cl", "C", "Cl", "C", "Cl", "C", "C", "C", "O", "C", "C", "O", "C", "O", "C", "C", "C", "C", "C", "C", "C", "C", "C", "C", "C", "C", "C", "O", "C", "C", "C", "C", "C", "C", "C", "C", "C", "C", "C", "C", "H", "H", "H", "H", "H", "H", "H", "H", "H", "H", "H", "H", "H", "H", "H", "H", "H", "H", "H", "H", "H", "H", "H", "H", "H", "H", "H", "H", "F", "C", "C", "F", "C", "F", "C", "S", "C", "F", "C", "F"], "xyz": [[-1.12099, -0.12999, 1.57261], [2.04101, -1.11983, 3.21614], [0.81043, -0.60572, 4.29263], [-0.44576, -0.23533, 3.83425], [-1.41041, 0.14293, 4.75088], [-2.97621, 0.60247, 4.17593], [-1.15417, 0.16688, 6.11833], [-2.37161, 0.63221, 7.23323], [0.11293, -0.19511, 6.57195], [0.46364, -0.15591, 8.24769], [1.09590, -0.58596, 5.66335], [2.64724, -1.04189, 6.23055], [2.14498, -0.53942, -4.16992], [2.48665, 0.03991, -2.80284], [3.85001, 0.71513, -2.83929], [2.49473, -0.96999, -1.81089], [1.62571, -0.65089, -0.74195], [0.83752, 0.57611, -1.23605], [1.45968, 0.95595, -2.44126], [0.76705, 1.78397, -0.23102], [0.29985, 1.36357, 1.00399], [2.17743, 2.39676, -0.04535], [2.70598, 3.25867, -1.00055], [3.96913, 3.80368, -0.81957], [4.71324, 3.49752, 0.31047], [4.17265, 2.66638, 1.27898], [2.90505, 2.12609, 1.10670], [-0.15868, 2.88490, -0.75997], [-0.26935, 4.04152, 0.01335], [-1.09845, 5.07808, -0.37520], [-1.83822, 4.97160, -1.54710], [-1.75428, 3.81680, -2.30516], [-0.91936, 2.77497, -1.91485], [0.79660, -1.92425, -0.37973], [0.10689, -1.75100, 0.82065], [1.76025, -3.09116, -0.02840], [1.21883, -4.37089, 0.07872], [2.00516, -5.43557, 0.48705], [3.34019, -5.22988, 0.80655], [3.87775, -3.95714, 0.71537], [3.09196, -2.88755, 0.30470], [-0.08215, -2.36528, -1.55850], [-1.46292, -2.28864, -1.48002], [-2.27453, -2.69791, -2.52780], [-1.70184, -3.21146, -3.67924], [-0.32021, -3.31765, -3.76095], [0.48464, -2.90453, -2.71023], [2.85545, -1.32169, -4.43735], [2.18346, 0.25975, -4.90955], [1.14047, -0.95593, -4.15182], [4.58251, 0.02508, -3.25759], [4.16520, 0.99830, -1.83715], [3.79645, 1.61093, -3.45780], [2.18494, -0.37039, 0.15637], [-0.20592, 0.28282, -1.43731], [2.13208, 3.51283, -1.88081], [4.37625, 4.46874, -1.57161], [5.70607, 3.91099, 0.43543], [4.73099, 2.44108, 2.17981], [2.46266, 1.50528, 1.87008], [0.31256, 4.12127, 0.92322], [-1.15966, 5.97521, 0.22820], [-2.46820, 5.79017, -1.87166], [-2.33781, 3.72550, -3.21303], [-0.85708, 1.88962, -2.53561], [0.17457, -4.53259, -0.15357], [1.57186, -6.42466, 0.56762], [3.95485, -6.05933, 1.13290], [4.91515, -3.79102, 0.97844], [3.54418, -1.90781, 0.22660], [-1.91224, -1.94574, -0.56471], [-3.35088, -2.62166, -2.42668], [-2.32628, -3.54465, -4.49819], [0.13257, -3.73761, -4.65080], [1.55825, -3.01404, -2.77527], [-9.33267, 0.96058, 1.63089], [-8.08582, 0.62378, 1.38207], [-7.19461, 1.57356, 0.89982], [-7.61107, 2.81313, 0.67658], [-5.88725, 1.21674, 0.64511], [-5.06194, 2.13632, 0.18184], [-5.42704, -0.09080, 0.85851], [-3.84698, -0.59844, 0.39738], [-6.35124, -1.02380, 1.35631], [-5.97977, -2.27048, 1.57902], [-7.66345, -0.67997, 1.60375], [-8.52452, -1.58419, 2.05230]], "forces_ev_per_angstrom": [[0.928, -0.439, -0.240], [0.016, 0.037, -0.216], [0.045, -0.061, -0.042], [-0.407, 0.105, -0.635], [-0.082, 0.020, -0.060], [-0.128, 0.070, -0.014], [0.039, -0.013, -0.002], [-0.032, 0.020, 0.005], [0.032, -0.006, -0.078], [-0.013, -0.007, 0.044], [-0.165, 0.054, -0.062], [0.032, -0.002, 0.016], [-0.108, 0.019, 0.229], [0.213, 0.008, -0.350], [-0.175, 0.098, 0.141], [-0.066, 0.002, -0.018], [-0.214, 0.090, 0.164], [-0.224, -0.021, 0.433], [-0.015, 0.070, 0.094], [0.313, 0.161, -1.112], [-0.609, -0.629, 0.988], [-0.467, -0.240, 0.213], [0.143, 0.054, 0.060], [-0.057, -0.016, -0.131], [0.032, -0.019, 0.026], [0.042, -0.032, 0.069], [0.051, -0.008, -0.144], [-0.110, -0.101, 0.107], [-0.066, -0.003, -0.034], [0.048, -0.005, 0.030], [-0.017, 0.003, -0.047], [-0.062, 0.051, -0.051], [0.038, -0.039, -0.040], [0.585, -0.264, -0.440], [-1.160, 0.691, 0.470], [-0.284, 0.316, 0.041], [0.126, 0.010, 0.032], [-0.049, 0.023, 0.018], [0.006, -0.069, 0.031], [0.055, 0.023, 0.064], [0.087, -0.093, -0.023], [-0.029, 0.112, 0.252], [0.105, 0.017, -0.021], [-0.068, 0.028, 0.002], [-0.067, 0.011, 0.021], [0.045, -0.043, -0.023], [-0.019, -0.113, -0.043], [0.017, 0.020, -0.027], [0.050, -0.021, -0.035], [0.018, 0.037, -0.048], [-0.002, 0.010, -0.017], [-0.020, 0.037, 0.062], [0.060, -0.012, -0.034], [0.091, -0.041, -0.009], [0.027, -0.009, -0.011], [-0.025, -0.038, -0.021], [-0.008, -0.008, 0.009], [-0.023, 0.024, 0.028], [0.006, 0.007, -0.026], [0.009, -0.097, 0.064], [0.018, 0.014, 0.005], [-0.008, -0.010, -0.002], [-0.031, -0.023, 0.033], [0.024, -0.016, 0.002], [0.005, 0.086, -0.010], [-0.026, 0.020, -0.029], [0.008, 0.004, -0.013], [0.005, 0.010, -0.011], [0.002, 0.015, -0.044], [-0.019, -0.040, 0.009], [-0.120, 0.019, 0.122], [0.024, -0.020, -0.031], [0.012, 0.007, -0.008], [0.027, 0.007, 0.013], [-0.027, -0.016, 0.008], [-0.367, 0.093, 0.044], [0.447, -0.102, -0.061], [-0.030, -0.144, 0.020], [-0.079, 0.175, 0.001], [-0.023, -0.313, 0.061], [0.145, 0.195, -0.057], [0.016, 0.293, 0.613], [1.420, -0.168, -0.388], [0.137, 0.335, -0.026], [0.052, -0.248, 0.086], [0.031, 0.151, -0.072], [-0.132, -0.102, 0.074]], "e_tot_ev": -145514.8197, "homo_ev": [-8.772, -8.772], "relative_energy_kcal_mol": 29.85, "gap_ev": [5.13, 5.12]}